{
  "formula": "C50H72O7S5",
  "method": "ωB97M-V with the def2-TZVPD basis set",
  "energy_ev": -121519.19952,
  "de_lowest_kcal_mol": 81.0,
  "lumo_ha": 0.01186,
  "total_charge": 0,
  "gap_ev": 8.489,
  "species": ["C", "C", "C", "C", "C", "H", "S", "C", "H", "H", "C", "H", "C", "H", "H", "C", "H", "H", "H", "H", "C", "H", "C", "H", "C", "H", "H", "H", "H", "C", "C", "H", "H", "C", "O", "H", "C", "H", "H", "C", "H", "C", "H", "H", "C", "H", "C", "H", "H", "H", "H", "S", "C", "H", "H", "H", "C", "H", "H", "C", "C", "C", "H", "H", "H", "C", "H", "C", "H", "C", "C", "H", "C", "H", "C", "C", "O", "O", "H", "S", "H", "C", "C", "S", "C", "C", "H", "H", "C", "H", "O", "H", "H", "H", "C", "C", "S", "C", "H", "C", "O", "H", "C", "C", "C", "H", "H", "H", "O", "H", "H", "H", "H", "H", "H", "H", "H", "C", "C", "H", "C", "H", "C", "H", "H", "C", "H", "H", "H", "C", "O", "H", "H", "H"],
  "xyz": [[-1.307, -2.791, 5.724], [0.329, 0.475, 1.420], [-3.343, 5.999, 1.337], [-4.693, -3.319, -0.171], [0.425, -3.674, -0.108], [-0.663, -1.930, -7.463], [-2.921, 5.090, -0.227], [1.653, -2.785, 3.663], [7.650, 3.831, 0.145], [1.131, -2.877, 0.074], [-4.728, 0.652, -2.908], [-0.014, -6.959, 0.584], [-0.144, 5.524, 4.248], [-2.377, 6.371, 1.680], [3.042, 2.497, 1.055], [-0.981, 0.271, -0.546], [0.843, 4.702, -2.611], [-2.920, 3.677, 4.936], [2.399, 0.086, 1.258], [-3.104, -1.975, 3.584], [3.683, -2.396, -2.050], [-3.716, 5.445, 2.199], [-0.024, -1.181, -6.994], [1.171, 2.487, 4.509], [-1.824, 3.770, 0.556], [-4.000, 6.855, 1.181], [-2.141, 6.074, 4.690], [-3.595, -1.411, -0.519], [5.504, 0.005, -3.401], [5.625, -1.961, -0.662], [4.598, 2.498, -0.350], [-2.995, 1.948, -4.789], [6.326, 2.613, -1.601], [6.641, 3.498, 0.340], [-2.111, 6.015, -1.143], [-1.734, 1.074, -3.788], [-2.755, 1.450, -3.850], [-5.144, -0.008, 0.454], [0.359, -3.768, -5.264], [4.491, -2.728, -0.910], [-2.381, 3.329, 1.383], [5.899, -0.965, -1.541], [-5.561, 0.993, -3.523], [4.204, -3.548, -0.267], [5.179, -0.747, -2.697], [-6.266, -4.766, 0.214], [-0.932, 2.917, 4.551], [-4.070, -0.067, -4.762], [2.787, 2.185, -4.069], [1.872, 4.767, 4.284], [-7.792, -3.227, 1.380], [2.751, -4.333, 3.630], [-3.593, 0.265, -3.840], [-0.401, -0.208, -7.307], [-2.322, -4.694, -1.984], [3.434, -1.333, -3.800], [-0.122, -5.990, 0.119], [6.241, -2.149, 0.205], [-4.015, -4.031, -0.618], [-0.559, -3.578, -1.126], [-1.914, 3.924, 4.630], [1.795, 1.873, -4.394], [6.754, -0.348, -1.308], [3.911, 1.994, -1.014], [-1.735, 0.925, 1.420], [5.931, 2.823, -0.618], [0.709, -2.913, 3.134], [1.006, -2.896, -5.159], [1.820, 1.335, -5.342], [-4.485, -1.918, -0.180], [0.369, 3.740, -2.808], [3.815, -2.926, 5.461], [-0.918, 0.551, 0.821], [-0.888, 4.191, 0.923], [4.775, 3.519, 1.865], [0.821, 4.517, 4.262], [-0.153, -0.404, 4.774], [-4.199, 2.080, -0.908], [0.892, 2.983, -2.224], [0.147, -1.212, -5.146], [-5.113, -0.201, -2.350], [-4.012, 1.723, -2.042], [1.365, -0.164, -0.648], [0.756, 3.385, -4.538], [0.179, -0.038, -1.246], [4.051, 2.840, 0.877], [4.405, -4.710, 5.233], [-1.633, 2.967, -0.156], [1.464, 0.159, 0.723], [0.414, 0.680, 2.477], [-1.250, -1.341, -4.471], [0.085, -0.215, -2.307], [1.372, 1.177, -3.669], [2.963, -4.359, 6.113], [-1.513, 5.247, 4.393], [0.585, -4.869, 0.495], [-1.513, -1.043, 5.055], [-6.880, -2.890, 0.910], [-1.738, -6.680, -1.200], [-5.971, -3.736, 0.354], [-0.520, 2.847, -5.187], [-1.513, -2.262, 2.979], [3.597, -3.984, 5.310], [-5.401, -1.055, 0.383], [-1.421, -4.631, -1.392], [6.749, 4.435, 2.247], [-0.474, -2.711, 6.422], [-7.433, -0.933, 1.188], [-3.012, 2.202, -2.721], [4.297, 3.750, 2.805], [-2.195, -3.129, 6.258], [1.361, -4.959, 1.241], [2.174, -0.488, -1.287], [0.886, -1.345, -7.572], [-3.137, -0.566, -3.301], [-1.967, 0.362, -0.977], [-2.204, -0.591, 2.808], [-1.112, -5.873, -0.850], [-2.142, -1.490, 3.421], [2.188, -1.990, 3.142], [0.419, 3.247, 4.356], [-1.242, 1.928, 4.855], [-6.600, -1.543, 0.872], [1.511, -2.395, 4.670], [2.721, -2.853, -2.229], [4.031, -1.421, -2.904], [-1.117, -3.502, 4.920], [-0.718, 3.788, -2.735], [1.816, -2.894, -5.888], [6.117, 3.870, 1.578], [3.764, -4.335, 2.523], [-0.603, -2.630, -1.642], [0.256, 6.526, 4.198], [1.473, -3.108, -4.197]],
  "forces_ev_per_angstrom": [[0.10, 0.73, -0.44], [0.01, 0.36, 0.94], [1.30, 0.37, 0.16], [-2.37, 1.40, 0.40], [-0.94, 0.57, -2.22], [-0.52, -0.22, 0.82], [0.20, -0.09, -0.53], [1.18, 0.02, -0.43], [0.19, -0.16, -0.22], [-0.21, 0.29, 0.09], [-0.25, 0.23, 0.33], [0.46, 0.02, 0.15], [-0.04, 0.00, -0.11], [0.09, 0.31, -0.01], [-0.20, 0.26, 0.24], [-0.81, 0.67, 1.35], [-0.31, 0.07, 0.18], [-0.11, 0.03, -0.12], [0.19, 0.00, -0.10], [-0.30, 0.30, -0.12], [-0.09, -1.90, 2.81], [-0.20, -0.67, -0.53], [-0.43, 0.23, -0.54], [-0.06, -0.38, -0.28], [-0.43, 0.83, -0.19], [0.03, -0.21, -0.54], [-0.41, 0.09, -0.59], [0.45, -0.56, -0.30], [0.09, 0.15, -0.01], [-1.32, -1.35, 0.46], [0.20, 0.27, 0.59], [0.71, 0.84, 0.28], [0.31, -0.07, 0.04], [0.83, 0.77, 0.65], [-0.66, -1.16, 1.82], [0.19, 0.82, -0.50], [1.76, -0.66, -2.61], [-0.23, 0.20, -0.25], [-0.49, 0.42, -0.59], [-1.02, 0.38, -1.27], [-0.12, 0.18, 0.03], [1.45, 1.25, -0.42], [-0.12, 0.77, 0.46], [-0.06, 0.00, 0.13], [1.25, 1.55, 0.10], [0.26, -0.34, 0.30], [-0.72, 0.83, 0.42], [0.84, -0.02, -0.22], [0.12, -0.12, -0.07], [0.07, 0.09, -0.21], [-0.13, -0.20, -0.29], [-0.67, 0.45, 1.16], [-2.43, -2.56, 1.56], [-0.07, 0.10, 0.36], [0.24, 1.02, -0.64], [-0.06, 0.51, -0.16], [-1.17, -0.69, -0.55], [0.03, 0.03, 0.03], [0.01, 0.09, 0.08], [0.22, 0.99, 0.66], [1.37, -0.08, -0.59], [-0.12, 0.41, 0.65], [0.17, 0.19, -0.27], [0.38, -0.16, -0.47], [-0.37, -0.22, -0.28], [-1.38, -0.29, -0.51], [0.14, -0.41, 0.11], [-0.05, 0.23, 0.78], [0.03, 0.54, -0.15], [0.66, -1.07, 0.52], [0.99, -0.11, -0.41], [0.44, -0.26, -0.19], [0.76, -0.09, -0.90], [-0.04, 0.17, -0.03], [0.94, -0.03, -0.76], [-0.18, 2.10, -0.40], [-1.18, -1.04, 0.57], [-0.53, -0.29, 0.20], [-0.57, -0.06, 0.40], [-1.55, -1.88, -0.08], [0.09, 0.29, 0.32], [-2.00, -0.82, 0.88], [1.80, 0.40, 1.42], [-1.19, -1.34, -1.54], [-2.59, -0.11, -1.39], [0.15, -0.10, 0.43], [0.52, 0.64, 0.17], [-0.12, 0.39, -0.25], [0.47, -0.91, -0.91], [0.00, 0.06, 0.19], [2.81, 0.01, -1.56], [-0.06, -0.16, -0.22], [-0.12, 0.20, 0.16], [-0.38, 0.14, -0.20], [1.10, -0.09, 1.20], [1.11, -1.27, 1.34], [1.01, 0.06, -0.45], [0.15, 0.55, -0.06], [0.15, -0.44, 0.38], [2.21, -1.28, -1.24], [1.19, 0.70, 0.58], [0.29, 0.32, -0.15], [-0.69, -0.76, -1.41], [-0.64, 0.04, 0.23], [0.69, -0.79, 0.14], [-0.15, -0.04, 0.23], [0.00, -0.12, -0.09], [0.37, 0.68, 0.30], [1.04, 1.48, 0.20], [0.09, 0.11, 0.10], [-0.11, 0.40, -0.01], [0.09, -0.15, 0.18], [0.49, 0.16, 0.46], [0.65, 0.22, 0.77], [0.46, -0.19, -0.67], [0.13, -0.08, -0.58], [-0.07, -0.25, 0.17], [-0.14, 0.38, 0.51], [-0.15, -0.66, 0.55], [0.20, -0.06, -0.16], [-0.91, -2.67, 0.93], [0.33, -0.27, -0.33], [-0.71, 0.53, 0.40], [-0.13, -0.45, 0.04], [0.02, -0.61, 0.26], [-0.53, -0.27, -1.68], [0.28, 0.14, 0.01], [0.14, -0.14, 0.22], [-0.24, 0.15, -0.18], [-1.41, -0.59, -0.32], [-0.56, 0.76, 0.79], [-0.46, 0.10, -0.13], [-0.46, 0.33, 0.00], [0.01, 0.59, 0.26]]
}